#P
A gas-phase ion, CH4N (charge +1), computed with wB97M-V/def2-TZVPD.

Highest occupied orbital energy, eV: -18.92
Total charge: +1
Gap between HOMO and LUMO, eV: 8.855

```
6
Properties=species:S:1:pos:R:3:nbo_charge:R:1
C 0.432 0.362 0.211 -0.536
N -0.522 -0.484 -0.125 0.089
H 0.199 1.410 0.054 0.297
H 1.251 -0.021 -0.486 0.454
H 0.773 0.050 1.206 0.313
H -1.126 -0.185 -0.913 0.382
```



#Q
A gas-phase ion, CH4N (charge +1), computed with wB97M-V/def2-TZVPD.

Highest occupied orbital energy, eV: -19.13
Total charge: +1
Gap between HOMO and LUMO, eV: 8.955

```
6
Properties=species:S:1:pos:R:3:nbo_charge:R:1
C 0.489 0.415 -0.096 -0.495
N -0.635 -0.400 0.109 0.072
H 0.459 1.316 0.552 0.384
H 1.466 -0.063 -0.012 0.265
H 0.009 0.524 -1.110 0.386
H -0.447 -1.320 0.547 0.388
```



Stability, lowest: #Q



#P
C3H3NO2S in the gas phase, computed with wB97M-V/def2-TZVPD.

Highest occupied orbital energy, eV: -8.45
Gap between HOMO and LUMO, eV: 8.280

```
10
Properties=species:S:1:pos:R:3:nbo_charge:R:1
C -1.559 0.163 -0.639 -0.209
C -2.640 -0.348 -0.113 0.673
C 1.170 0.020 0.159 -0.192
N 2.494 -0.368 0.337 -0.766
O -1.121 1.403 -0.278 -0.638
O -3.501 -0.983 0.341 -0.435
S 0.619 1.548 0.319 0.589
H -1.147 -0.312 -1.562 0.230
H 2.603 -1.302 0.439 0.379
H 3.081 0.177 0.998 0.369
```



#Q
C3H3NO2S in the gas phase, computed with wB97M-V/def2-TZVPD.

SMILES: Oc1ncc(S)o1
Highest occupied orbital energy, eV: -7.99
Gap between HOMO and LUMO, eV: 8.515

```
10
Properties=species:S:1:pos:R:3:nbo_charge:R:1
O -1.501 -1.580 -1.530 -0.627
C -0.728 -1.096 -0.690 0.743
N -0.370 -1.645 0.441 -0.561
C 0.286 -0.657 1.168 -0.121
C 0.282 0.452 0.350 0.063
S 1.181 1.973 0.471 0.022
O -0.444 0.199 -0.782 -0.416
H -1.919 -2.433 -1.094 0.525
H 0.592 -0.694 2.239 0.226
H 1.542 1.935 1.772 0.146
```



Stability, lowest: #P



#P
C3H3NO2S in the gas phase, computed with wB97M-V/def2-TZVPD.

SMILES: S=C1CON=CO1
Highest occupied orbital energy, eV: -9.48
Gap between HOMO and LUMO, eV: 9.115

```
10
Properties=species:S:1:pos:R:3:nbo_charge:R:1
S -2.696 -0.135 -0.292 0.066
C -1.119 -0.148 -0.095 0.156
C -0.232 1.060 0.200 -0.185
O 0.978 0.994 -0.545 -0.359
N 1.689 -0.181 -0.311 -0.147
C 0.964 -1.204 -0.093 0.294
O -0.375 -1.282 -0.144 -0.474
H -0.749 1.985 -0.077 0.236
H 0.014 1.080 1.265 0.200
H 1.527 -2.168 0.092 0.212
```



#Q
C3H3NO2S in the gas phase, computed with wB97M-V/def2-TZVPD.

Highest occupied orbital energy (alpha / beta), eV: -8.30 / -9.63
Gap between HOMO and LUMO (alpha / beta), eV: 6.908 / 8.012

```
10
Properties=species:S:1:pos:R:3:nbo_charge:R:1
C 0.112 -0.089 -0.109 -0.210
C 1.388 -0.336 0.310 -0.475
C -0.440 -0.129 -1.412 -0.114
N 0.038 -0.807 -2.399 0.113
O -0.232 -0.858 -3.588 -0.219
O 3.821 -1.075 0.291 -0.814
S 2.773 -0.683 -0.652 1.040
H -0.590 0.214 0.658 0.224
H 1.607 -0.305 1.370 0.245
H -1.422 0.338 -1.525 0.209
```



#R
C3H3NO2S in the gas phase, computed with wB97M-V/def2-TZVPD.

SMILES: O=C[C@H]1OC=NS1
Highest occupied orbital energy, eV: -9.03
Gap between HOMO and LUMO, eV: 9.587

```
10
Properties=species:S:1:pos:R:3:nbo_charge:R:1
O 1.941 0.120 -0.783 -0.489
C 1.315 -0.741 -0.225 0.393
C 0.114 -0.470 0.635 -0.174
O -0.062 0.929 0.714 -0.478
C -1.054 1.292 -0.247 0.369
N -1.732 0.368 -0.807 -0.589
S -1.344 -1.175 -0.176 0.412
H 1.686 -1.791 -0.233 0.117
H 0.260 -0.884 1.610 0.226
H -1.125 2.351 -0.489 0.213
```



Stability, lowest: #Q



#P
A molecular structure, H18O9, computed with wB97M-V/def2-TZVPD.

Highest occupied orbital energy, eV: -9.48
Gap between HOMO and LUMO, eV: 8.692

```
27
Properties=species:S:1:pos:R:3:nbo_charge:R:1
O 6.740 -32.003 4.942 -0.973
H 6.878 -31.273 5.545 0.456
H 5.803 -31.982 4.750 0.472
O 9.180 -29.937 5.499 -0.926
H 10.124 -29.938 5.346 0.475
H 8.795 -29.833 4.629 0.517
O 11.872 -33.717 7.066 -1.021
H 11.456 -34.191 6.346 0.431
H 11.926 -32.812 6.758 0.439
O 9.442 -32.745 5.438 -1.032
H 10.225 -32.268 5.714 0.422
H 8.776 -32.067 5.321 0.465
O 7.803 -31.380 2.866 -0.999
H 7.695 -31.826 3.707 0.488
H 6.952 -30.976 2.698 0.460
O 11.130 -34.624 5.244 -0.882
H 10.488 -34.080 4.789 0.509
H 10.606 -35.209 5.791 0.485
O 7.511 -33.462 6.678 -0.975
H 7.489 -34.172 7.319 0.449
H 8.353 -33.565 6.234 0.482
O 11.171 -31.868 5.819 -0.784
H 11.068 -31.080 6.353 0.499
H 11.390 -31.541 4.947 0.507
O 7.030 -30.113 5.817 -0.917
H 7.964 -30.323 5.798 0.470
H 6.982 -29.204 5.522 0.485
```



#Q
9 unconnected molecules or ions with the total composition H18O9, computed with wB97M-V/def2-TZVPD.

SMILES: O.O.O.O.O.O.O.O.O
Highest occupied orbital energy, eV: -10.70
Gap between HOMO and LUMO, eV: 10.715

```
27
Properties=species:S:1:pos:R:3:nbo_charge:R:1
O 2.366 2.243 -0.778 -0.967
H 2.504 1.618 -0.051 0.492
H 3.096 2.089 -1.384 0.466
O -0.262 -0.554 0.010 -1.015
H -0.887 0.045 -0.421 0.502
H 0.536 -0.018 0.162 0.510
O -1.307 -0.138 3.112 -0.955
H -0.764 0.473 2.590 0.488
H -0.841 -0.978 3.057 0.461
O 2.300 -0.024 1.028 -0.986
H 2.428 -0.097 1.980 0.494
H 2.597 -0.874 0.663 0.507
O -0.205 2.252 1.851 -0.979
H 0.232 3.101 1.736 0.483
H -0.576 2.043 0.979 0.492
O 1.584 -2.741 0.189 -0.975
H 0.875 -2.072 0.180 0.498
H 1.584 -3.135 -0.688 0.471
O -1.282 -0.391 -3.319 -0.939
H -2.117 -0.099 -2.940 0.465
H -1.310 -1.350 -3.229 0.474
O -1.910 -2.985 -0.716 -0.945
H -1.736 -2.163 -0.238 0.485
H -1.072 -3.190 -1.139 0.459
O -1.666 2.163 -0.654 -0.969
H -1.561 2.547 -1.532 0.494
H -2.606 2.234 -0.448 0.488
```



#R
A molecular structure, H18O9, computed with wB97M-V/def2-TZVPD.

Highest occupied orbital energy, eV: -8.75
Gap between HOMO and LUMO, eV: 7.426

```
27
Properties=species:S:1:pos:R:3:nbo_charge:R:1
O -1.998 1.395 -1.591 -0.933
H -1.584 1.543 -2.442 0.460
H -1.441 1.862 -0.969 0.459
O 1.564 -1.041 -1.577 -0.920
H 2.360 -0.517 -1.658 0.480
H 0.908 -0.561 -2.083 0.475
O -0.906 0.594 1.724 -0.848
H -0.816 1.414 1.238 0.478
H -1.818 0.587 2.015 0.505
O 0.024 1.567 -0.402 -0.949
H 0.189 2.352 0.121 0.504
H 0.583 1.669 -1.172 0.510
O 0.978 0.302 2.255 -0.975
H 0.079 0.630 2.231 0.436
H 1.496 1.044 2.566 0.431
O -0.988 -1.546 1.335 -0.946
H -1.444 -0.933 1.911 0.407
H -0.941 -1.094 0.493 0.422
O -0.422 -0.565 -0.278 -0.889
H 0.047 -0.292 0.511 0.588
H -0.516 0.237 -0.792 0.505
O -0.636 -1.995 -1.511 -1.020
H -0.540 -1.402 -0.765 0.417
H 0.208 -1.951 -1.961 0.422
O 1.776 -1.265 0.608 -0.918
H 1.646 -1.619 -0.272 0.471
H 2.192 -0.415 0.466 0.428
```



Stability, lowest: #R



#P
C2H6O in the gas phase, computed with wB97M-V/def2-TZVPD.

SMILES: CCO
Highest occupied orbital energy, eV: -10.30
Gap between HOMO and LUMO, eV: 11.325

```
9
Properties=species:S:1:pos:R:3:nbo_charge:R:1
C -1.021 0.033 -0.027 -0.624
C 0.478 0.246 -0.007 -0.060
O 1.123 -0.956 0.370 -0.720
H -1.392 -0.224 0.969 0.212
H -1.515 0.950 -0.366 0.210
H -1.272 -0.783 -0.711 0.212
H 0.743 1.055 0.691 0.153
H 0.821 0.539 -1.005 0.153
H 2.036 -0.860 0.087 0.466
```



#Q
C2H6O in the gas phase, computed with wB97M-V/def2-TZVPD.

SMILES: COC
Highest occupied orbital energy, eV: -9.86
Gap between HOMO and LUMO, eV: 10.995

```
9
Properties=species:S:1:pos:R:3:nbo_charge:R:1
C 0.174 0.162 -1.143 -0.247
O -0.595 -0.536 -0.202 -0.539
C -0.243 -0.225 1.119 -0.248
H 1.254 0.037 -0.967 0.162
H -0.070 -0.238 -2.130 0.193
H -0.054 1.238 -1.130 0.162
H -0.109 0.858 1.257 0.162
H 0.689 -0.726 1.423 0.164
H -1.047 -0.570 1.773 0.192
```



Stability, lowest: #Q



#P
C2H6O in the gas phase, computed with wB97M-V/def2-TZVPD.

SMILES: CCO
Highest occupied orbital energy, eV: -10.33
Gap between HOMO and LUMO, eV: 11.344

```
9
Properties=species:S:1:pos:R:3:nbo_charge:R:1
C -1.002 0.033 -0.022 -0.627
C 0.498 0.274 0.080 -0.060
O 1.205 -0.910 0.425 -0.727
H -1.479 -0.164 0.945 0.210
H -1.478 0.920 -0.458 0.208
H -1.196 -0.818 -0.682 0.210
H 0.699 1.059 0.826 0.160
H 0.840 0.648 -0.895 0.156
H 1.911 -1.042 -0.218 0.471
```



#Q
2 unconnected molecules or ions with the total composition C2H6O, computed with wB97M-V/def2-TZVPD.

SMILES: C=O.C
Highest occupied orbital energy, eV: -10.29
Gap between HOMO and LUMO, eV: 11.198

```
9
Properties=species:S:1:pos:R:3:nbo_charge:R:1
C 1.248 2.856 -1.879 0.277
O 2.175 2.569 -1.176 -0.489
H 1.269 3.732 -2.554 0.106
H 0.338 2.232 -1.910 0.105
C -2.673 -4.386 2.471 -0.850
H -2.694 -3.602 3.227 0.214
H -1.818 -5.062 2.549 0.213
H -2.605 -3.899 1.503 0.211
H -3.544 -5.031 2.510 0.212
```



Stability, lowest: #Q



#P
14 unconnected molecules or ions with the total composition H28O14, computed with wB97M-V/def2-TZVPD.

Highest occupied orbital energy, eV: -9.45
Gap between HOMO and LUMO, eV: 8.807

```
42
Properties=species:S:1:pos:R:3:nbo_charge:R:1
O 15.434 -3.690 -0.424 -0.928
H 14.552 -3.954 -0.603 0.464
H 15.370 -2.709 -0.464 0.463
O 13.965 -6.641 1.610 -0.948
H 13.812 -7.578 1.370 0.496
H 13.170 -6.219 1.472 0.442
O 13.470 -3.299 -2.425 -0.984
H 13.067 -3.555 -1.590 0.484
H 14.424 -3.333 -2.451 0.490
O 9.924 -7.536 -2.340 -0.979
H 9.682 -6.810 -1.712 0.488
H 9.702 -7.086 -3.117 0.482
O 14.803 -8.295 -0.682 -0.968
H 14.794 -9.015 -0.047 0.491
H 14.524 -8.752 -1.482 0.487
O 9.896 -5.221 -0.829 -0.940
H 9.145 -4.700 -0.529 0.499
H 10.195 -5.710 -0.019 0.486
O 13.105 -9.381 1.273 -0.987
H 12.739 -10.182 1.635 0.475
H 12.504 -9.327 0.529 0.498
O 12.534 -4.561 -0.242 -0.996
H 12.608 -4.109 0.632 0.502
H 11.565 -4.669 -0.406 0.504
O 14.019 -10.093 -2.830 -0.957
H 13.265 -9.556 -2.958 0.489
H 13.733 -10.998 -2.748 0.478
O 15.242 -6.374 -3.088 -0.940
H 15.562 -7.260 -3.017 0.473
H 15.888 -5.791 -2.782 0.469
O 11.140 -9.276 -0.520 -0.969
H 10.764 -9.739 -1.263 0.487
H 11.008 -8.369 -0.780 0.504
O 12.607 -6.913 -1.571 -1.014
H 13.407 -7.228 -1.106 0.506
H 12.736 -6.006 -1.339 0.479
O 11.848 -8.258 -4.241 -0.959
H 11.613 -8.133 -3.293 0.492
H 11.047 -8.579 -4.672 0.464
O 12.684 -5.426 -4.012 -0.968
H 12.840 -6.097 -3.391 0.474
H 12.855 -4.640 -3.541 0.469
```



#Q
14 unconnected molecules or ions with the total composition H28O14, computed with wB97M-V/def2-TZVPD.

Highest occupied orbital energy, eV: -9.46
Gap between HOMO and LUMO, eV: 9.041

```
42
Properties=species:S:1:pos:R:3:nbo_charge:R:1
O 0.950 -0.286 2.665 -0.935
H 0.120 -0.712 2.715 0.476
H 1.022 -0.027 3.571 0.474
O 0.053 -0.076 -0.445 -0.997
H 0.526 -0.686 0.096 0.485
H -0.465 0.492 0.140 0.507
O 2.919 -2.031 0.984 -0.945
H 3.277 -2.350 1.812 0.494
H 3.360 -2.627 0.362 0.488
O -0.738 1.307 -2.999 -0.943
H -1.706 1.334 -3.007 0.471
H -0.503 0.951 -2.188 0.470
O -2.624 -1.477 0.124 -0.984
H -2.905 -1.369 1.047 0.494
H -1.725 -1.805 0.212 0.488
O -0.227 -2.328 -2.757 -0.947
H -0.243 -1.795 -1.939 0.485
H -0.864 -3.012 -2.696 0.461
O 2.419 -0.492 -2.138 -0.920
H 2.179 -0.118 -1.317 0.462
H 3.311 -0.284 -2.164 0.451
O -1.153 3.312 -0.675 -1.004
H -1.693 2.504 -0.814 0.479
H -0.333 3.044 -1.083 0.491
O -3.065 1.285 -0.651 -0.982
H -3.119 0.380 -0.465 0.507
H -3.676 1.840 -0.093 0.483
O 0.204 -2.678 0.698 -0.981
H 0.338 -3.317 -0.035 0.479
H 1.155 -2.516 0.821 0.491
O 3.198 0.579 0.317 -0.960
H 3.349 -0.360 0.348 0.483
H 4.026 1.022 -0.035 0.472
O -3.170 -0.095 2.549 -0.987
H -2.605 0.537 2.151 0.501
H -3.903 0.390 3.012 0.480
O -1.036 1.530 1.964 -0.991
H -1.121 2.466 2.173 0.501
H -0.158 1.234 2.104 0.498
O 1.319 2.248 -1.216 -0.942
H 1.864 2.643 -1.874 0.470
H 1.459 1.324 -1.287 0.479
```



Stability, lowest: #P